No. 1
A cluster of 2 separate species, C6H16N2 in total in a non-equilibrium geometry. Source: OMol25; level of theory: ωB97M-V with the def2-TZVPD basis set.

**Multiplicity**: 1
**SMILES string**: C/N=C\N.CCCC
**ΔE to the lowest compared entry with this formula, charge and spin**: 26.2 kcal/mol

Geometry as XYZ:
```
24
Properties=species:S:1:pos:R:3:forces:R:3
C -1.934499 -2.335037 -0.415914 -0.69 -0.22 0.28
N -2.692777 -1.080574 -0.354103 1.55 1.15 -0.48
C -2.484701 -0.302301 0.636956 -0.63 -1.59 0.37
N -2.149000 -0.766123 1.917326 0.24 0.71 -0.29
H -1.017754 -2.155744 -0.983106 -0.08 0.14 -0.04
H -2.489495 -3.102146 -0.955764 -0.10 0.08 0.04
H -1.627993 -2.750281 0.545571 -0.03 -0.09 0.10
H -2.600683 0.777289 0.567108 -0.41 0.00 -0.09
H -2.322133 -0.102568 2.656938 0.07 -0.06 -0.02
H -2.544157 -1.670886 2.111692 0.14 -0.10 0.13
C 0.666926 1.931688 -1.863267 1.04 -0.08 0.12
C 1.411183 0.826862 -1.096018 -1.14 -0.42 0.13
C 1.697785 1.128438 0.380967 0.11 0.45 -0.86
C 2.482320 0.001438 1.025140 -0.33 -0.01 -0.09
H -0.286660 2.192128 -1.407854 -0.02 -0.06 0.06
H 0.502167 1.603283 -2.889224 -0.15 0.10 -0.01
H 1.303952 2.819201 -1.894430 -0.20 0.17 -0.07
H 2.322183 0.510272 -1.607833 0.07 0.23 -0.06
H 0.733282 -0.036716 -1.140579 0.24 -0.19 0.12
H 0.741006 1.317592 0.873320 0.09 0.00 0.19
H 2.279671 2.057776 0.393744 -0.08 0.01 0.29
H 1.893638 -0.916305 0.945274 0.19 -0.09 0.06
H 2.699247 0.175849 2.078346 0.05 0.04 -0.01
H 3.416488 -0.123124 0.475721 0.06 -0.17 0.15
```
Forces are in eV/Å.



No. 2
A cluster of 8 separate species, C25H31ClF7N3O22PS in total in a non-equilibrium geometry. Source: OMol25; level of theory: ωB97M-V with the def2-TZVPD basis set.

**Multiplicity**: 1
**Charge**: +1

Geometry as XYZ:
```
91
Properties=species:S:1:pos:R:3:forces:R:3
C -3.676674 -1.534410 -1.732738 -0.76 -0.26 0.23
N -3.657994 -0.511532 -2.815521 1.10 0.32 0.47
C -2.603101 0.461986 -2.470942 0.13 -0.69 0.54
C -2.423893 1.466224 -3.542334 3.03 -0.28 2.23
O -3.217038 1.755014 -4.320845 -3.25 1.03 -2.89
Cl -0.825905 2.203907 -3.563590 0.00 -0.01 0.20
C -4.906511 0.073497 -2.856090 -0.32 0.31 0.05
N -5.536916 0.025032 -3.984498 0.07 -0.11 -0.47
N -5.439331 0.731164 -1.758768 -1.34 -0.50 -1.09
P -6.364236 2.230830 -2.066183 0.08 1.94 1.43
S -5.875991 3.665884 -0.898926 0.03 -0.61 -0.16
H -2.689203 -1.737276 -1.361676 0.47 -0.05 -0.21
H -4.266357 -1.215159 -0.878109 0.03 0.28 0.27
H -4.128546 -2.447543 -2.079378 -0.02 -0.37 -0.39
H -2.770435 0.912520 -1.492612 -0.05 0.46 0.07
H -1.682548 -0.088479 -2.382441 0.32 -0.32 0.03
H -6.542407 -0.023091 -4.041567 -0.18 0.71 -0.14
H -4.969015 0.025219 -4.824751 -0.14 -0.74 -0.15
H -6.066450 0.098909 -1.257016 0.47 0.12 0.75
H -6.145790 2.576974 -3.411880 -0.08 -0.78 -0.13
H -7.720119 1.872482 -1.908257 0.21 -0.47 -0.47
C 0.453944 -2.490493 -2.552307 -0.26 0.00 -0.32
C 1.629733 -3.254537 -1.993819 0.39 0.25 0.08
O 1.335059 -3.300339 -0.600579 -0.49 -0.19 -0.40
C -0.019151 -3.265143 -0.483103 0.10 -0.02 0.21
O -0.624949 -3.543563 0.493117 -0.11 0.09 0.07
O -0.600950 -2.869456 -1.652619 0.35 0.05 -0.04
F 2.787116 -2.585439 -2.175678 -0.03 -0.04 0.09
H 0.610415 -1.411059 -2.501371 0.19 -0.04 0.10
H 0.213021 -2.768995 -3.575190 -0.16 -0.12 0.09
H 1.732764 -4.271362 -2.375144 0.10 0.01 0.01
C -7.369848 8.764063 -2.368814 0.05 0.15 -0.30
C -6.945264 7.980756 -1.153340 -0.11 0.22 0.45
O -8.062870 7.139015 -0.914146 0.25 -0.05 -0.56
C -8.653529 6.925037 -2.126658 -0.15 0.00 0.06
O -9.440044 6.069766 -2.350880 -0.04 -0.09 -0.02
O -8.203359 7.817066 -3.047158 0.10 -0.06 0.22
F -6.760313 8.783279 -0.079819 0.02 -0.10 -0.01
H -7.952977 9.646271 -2.102800 0.00 -0.05 0.16
H -6.534033 9.065919 -2.995182 -0.07 -0.14 -0.13
H -6.055257 7.365060 -1.305236 0.04 0.03 0.15
C -2.328811 -6.315862 0.230725 -0.08 0.33 0.29
C -2.169550 -6.720327 -1.212481 0.21 -0.42 0.11
O -2.851497 -7.954153 -1.267881 -0.22 0.39 0.02
C -3.825191 -7.918485 -0.301295 -0.02 -0.07 0.17
O -4.737937 -8.661536 -0.239262 -0.03 -0.09 -0.01
O -3.595989 -6.891259 0.562171 0.15 -0.07 -0.32
F -0.864601 -6.913223 -1.542769 -0.03 0.07 -0.08
H -1.552798 -6.748247 0.863679 0.08 -0.07 -0.14
H -2.339461 -5.238733 0.368986 -0.18 -0.03 0.10
H -2.617197 -6.027339 -1.929110 0.13 0.01 -0.09
C -4.097840 5.936020 -4.133257 -0.46 -0.05 0.01
C -2.648265 5.645098 -4.424461 0.20 0.46 -0.04
O -2.012443 6.009413 -3.212072 -0.30 -0.41 0.06
C -2.923546 5.835189 -2.208084 0.04 0.12 0.03
O -2.663982 5.798308 -1.057666 0.00 0.01 0.11
O -4.179288 5.694524 -2.721256 0.30 0.12 -0.36
F -2.170595 6.414217 -5.428148 0.03 -0.05 0.06
H -4.352522 6.976253 -4.339812 0.17 0.03 -0.08
H -4.780159 5.288424 -4.679755 -0.04 -0.07 0.19
H -2.435418 4.599617 -4.644654 0.09 -0.06 -0.12
C 3.187669 -1.341257 1.716570 -0.39 -0.11 -0.11
C 4.663453 -1.647663 1.756457 0.26 0.35 -0.04
O 5.036523 -1.176377 3.040089 -0.24 -0.35 0.01
C 3.935518 -1.281161 3.843192 -0.06 0.11 0.01
O 3.954398 -1.222122 5.022421 0.03 0.05 0.10
O 2.816281 -1.470026 3.092123 0.28 0.00 -0.09
F 5.346798 -0.953156 0.813955 0.00 -0.02 0.05
H 2.991118 -0.320831 1.381858 0.21 0.04 -0.01
H 2.629927 -2.035577 1.093357 -0.06 -0.09 0.23
H 4.910563 -2.706825 1.672904 0.11 0.04 -0.08
C 8.741899 -0.713329 3.044928 -0.09 0.35 0.19
C 8.602118 -2.213317 3.072335 0.00 -0.10 -0.23
O 9.860773 -2.653194 2.604102 -0.02 0.22 0.36
C 10.772149 -1.692504 2.950674 0.05 0.08 -0.06
O 11.942940 -1.840242 2.943629 0.09 -0.01 -0.07
O 10.137117 -0.542468 3.307508 -0.12 -0.26 -0.07
F 7.633431 -2.641862 2.214962 -0.02 -0.10 -0.08
H 8.501253 -0.300373 2.063531 -0.04 -0.16 -0.06
H 8.137111 -0.216382 3.799722 0.19 0.02 0.11
H 8.416201 -2.628856 4.061728 -0.11 -0.10 -0.07
C 8.820023 -1.707344 8.692563 0.01 -0.09 0.36
C 7.982491 -1.366688 7.484710 0.20 0.31 -0.14
O 8.716873 -1.962998 6.427082 -0.27 -0.20 0.27
C 9.385304 -3.033993 6.960138 0.22 -0.08 0.08
O 9.874226 -3.897622 6.319901 0.03 0.00 -0.13
O 9.392875 -2.964000 8.313236 -0.16 0.19 -0.20
F 7.916062 -0.029187 7.276788 -0.02 -0.05 -0.07
H 9.614595 -0.978017 8.854763 -0.05 0.09 -0.15
H 8.233889 -1.805838 9.602461 0.04 -0.22 -0.02
H 6.971742 -1.777754 7.501780 -0.05 0.12 -0.05
```
Forces are in eV/Å.



No. 3
An isolated molecule of C2H2O2S2 in a non-equilibrium geometry. Source: OMol25; level of theory: ωB97M-V with the def2-TZVPD basis set.

**Multiplicity**: 1
**SMILES string**: O=C(O)C(=S)S
**ΔE to the lowest compared entry with this formula, charge and spin**: 3.5 kcal/mol

Geometry as XYZ:
```
8
Properties=species:S:1:pos:R:3:forces:R:3
O 1.408404 -1.543398 0.057712 0.60 2.95 -0.17
C 1.189794 -0.329700 0.001721 -0.04 -1.43 0.08
O 2.085435 0.659183 -0.072686 -1.16 -0.11 0.53
C -0.286455 0.156616 -0.006354 -0.76 -0.49 0.11
S -0.750786 1.719054 0.027648 0.60 -0.37 -0.08
S -1.408117 -1.178049 -0.037456 0.73 0.24 0.29
H 1.552094 1.509601 0.074135 0.66 -0.99 -0.44
H -0.380399 -2.053462 0.230395 -0.64 0.20 -0.32
```
Forces are in eV/Å.



No. 4
An isolated molecule of C25H25NO6. Source: OMol25; level of theory: ωB97M-V with the def2-TZVPD basis set.

**Multiplicity**: 1
**SMILES string**: COC(=O)CCC(=O)O[C@]1(C)C(=O)C=C2C=C(C3CC3)N(Cc3ccccc3)C=C2C1=O
**ΔE to the lowest compared entry with this formula, charge and spin**: 55.7 kcal/mol

Geometry as XYZ:
```
57
Properties=species:S:1:pos:R:3:forces:R:3
C -0.285722 1.582076 4.358133 -0.13 0.34 0.03
O 0.904303 0.842717 4.581484 -0.06 -0.42 0.02
C 1.991573 1.550132 4.889402 0.21 -0.11 0.32
O 1.991483 2.730958 5.111784 0.02 0.13 -0.03
C 3.220195 0.661064 4.937706 -0.11 0.16 -0.16
C 4.146567 1.038565 3.772979 -0.13 -0.06 -0.06
C 3.403231 0.836796 2.473742 0.15 0.39 0.43
O 2.403106 1.436373 2.155340 0.09 0.10 -0.06
O 3.946821 -0.113072 1.728369 0.18 -0.51 -0.44
C 3.256592 -0.322046 0.485999 0.28 -0.08 0.09
C 3.868339 -1.562494 -0.170368 -0.02 0.21 0.30
C 3.530182 0.890149 -0.433509 0.03 -0.01 0.28
O 4.637494 1.398969 -0.410567 -0.08 -0.14 0.00
C 2.465979 1.305153 -1.290427 -0.30 0.15 -0.34
C 1.180436 0.879618 -1.130281 0.43 -0.06 0.22
C 0.090380 1.355419 -1.931089 -0.30 -0.07 -0.05
C -1.194325 0.978721 -1.729191 0.39 0.32 -0.37
C -2.310590 1.480974 -2.569105 -0.08 0.03 0.12
C -2.087266 1.885308 -3.996130 0.02 0.06 -0.04
C -2.860945 0.642725 -3.693768 -0.09 -0.04 -0.13
N -1.508259 0.121130 -0.687791 0.14 0.11 0.15
C -2.859226 -0.349748 -0.469549 -0.47 -0.26 0.00
C -3.252137 -1.466058 -1.412401 -0.06 -0.02 0.04
C -2.322327 -2.411875 -1.823059 -0.02 0.07 0.06
C -2.698202 -3.436022 -2.674638 0.05 -0.06 -0.02
C -4.006707 -3.529480 -3.116318 -0.02 -0.06 -0.06
C -4.940396 -2.595409 -2.701105 -0.08 -0.01 -0.02
C -4.563986 -1.567595 -1.855226 0.10 -0.02 0.10
C -0.512853 -0.361719 0.083353 0.65 -0.04 0.16
C 0.800012 -0.048336 -0.097846 -0.72 -0.03 -0.15
C 1.792383 -0.617842 0.811331 -0.03 -0.24 0.23
O 1.501683 -1.346365 1.738608 0.07 0.04 -0.18
H -0.212424 2.102033 3.400680 -0.02 -0.01 0.05
H -1.098172 0.859651 4.341872 0.04 0.02 -0.01
H -0.432643 2.315155 5.154282 -0.05 -0.07 -0.10
H 3.741402 0.826635 5.881376 -0.08 0.00 -0.03
H 2.909808 -0.380413 4.857654 0.07 0.01 0.06
H 4.412700 2.094086 3.854589 0.01 -0.06 -0.04
H 5.046181 0.425019 3.775292 -0.03 0.08 0.02
H 3.738642 -2.419745 0.486374 -0.05 -0.05 0.02
H 3.381915 -1.752995 -1.124315 -0.03 -0.03 -0.09
H 4.928796 -1.385783 -0.331902 0.04 0.04 -0.06
H 2.702763 2.063432 -2.021285 0.02 0.07 -0.11
H 0.316558 2.059685 -2.715103 -0.10 0.06 -0.10
H -3.034217 2.073417 -2.017972 -0.03 0.00 -0.07
H -1.102926 1.769075 -4.419827 0.12 -0.06 0.03
H -2.617944 2.750051 -4.363120 -0.08 0.05 0.05
H -3.928174 0.634114 -3.852515 -0.08 0.07 0.03
H -2.387674 -0.306233 -3.893809 0.11 -0.05 0.04
H -2.922614 -0.716663 0.560440 0.05 0.17 -0.10
H -3.562310 0.479913 -0.569308 0.08 -0.09 0.07
H -1.298789 -2.350137 -1.481545 0.11 0.01 -0.01
H -1.966216 -4.163823 -2.990975 0.06 -0.07 -0.03
H -4.298319 -4.328869 -3.780339 -0.03 -0.07 -0.06
H -5.963377 -2.665022 -3.039068 -0.09 -0.01 -0.04
H -5.294910 -0.839438 -1.533959 -0.08 0.12 0.02
H -0.785874 -1.031930 0.886625 -0.06 -0.04 0.03
```
Forces are in eV/Å.



Number 1: HOMO -8.642 eV, gap between HOMO and LUMO 9.544 eV. Number 2: HOMO -12.116 eV, gap between HOMO and LUMO 6.770 eV. Number 3: HOMO -9.748 eV, gap between HOMO and LUMO 8.189 eV. Number 4: HOMO -7.663 eV, gap between HOMO and LUMO 7.707 eV.